# C3H6OS

A single C3H6OS molecule in a non-equilibrium geometry (the ωB97M-V functional and the def2-TZVPD basis, OMol25).

Element x y z (Å)
O: 0.54629 1.52411 0.79204
C: 0.41626 0.93400 -0.44404
C: 0.13186 -0.55352 -0.52556
C: -0.90483 -1.07374 0.49016
S: -1.00139 -0.59359 1.98060
H: 0.94069 0.90777 1.37989
H: 1.14394 1.15174 -1.19623
H: -0.44013 1.44223 -0.74660
H: -0.21275 -0.89805 -1.43063
H: 0.95857 -1.07203 -0.25629
H: -1.57852 -1.76892 -0.04333

The value obtained for the highest occupied orbital energy is -8.521 eV. The value obtained for the energy is -591.262024 hartree. For the relative energy (zero: lowest compared OMol25 entry of this formula, charge and spin), the calculation gives 44.5 kcal/mol. As for the SMILES: OCCC=S. The multiplicity is 1.

# C4H7NOS

A molecular structure, C4H7NOS in a non-equilibrium geometry (the ωB97M-V functional and the def2-TZVPD basis, OMol25).

Element x y z (Å)
C: -1.11111 -2.27195 -0.09711
C: -0.83254 -0.91152 -0.64309
C: 0.58388 1.82884 0.96916
C: 1.10636 0.65690 0.09904
N: 0.24492 -0.52220 0.10192
O: -1.34539 -0.27777 -1.70836
S: 0.23874 -2.05522 1.02499
H: -1.89006 -2.91434 -0.06223
H: 0.34401 1.38198 1.91382
H: -0.47266 2.14248 0.58531
H: 1.31912 2.54454 0.86297
H: 2.03263 0.20526 0.35979
H: 1.25811 0.89478 -0.87575
H: -1.47602 -0.70178 -2.53046

The value obtained for the highest occupied orbital energy is -7.248 eV. The value obtained for the energy is -684.672594 hartree. For the relative energy (zero: lowest compared OMol25 entry of this formula, charge and spin), the calculation gives 84.4 kcal/mol. The multiplicity is 1.

# C41H29BrN6O4Sr

A molecular structure, C41H29BrN6O4Sr in a non-equilibrium geometry (the ωB97M-V functional and the def2-TZVPD basis, OMol25).

Element x y z (Å)
Sr: -14.36299 -20.99563 -0.08604
O: -21.33944 -21.31868 -3.66591
C: -20.36193 -21.07794 -4.59408
C: -20.71562 -20.89272 -5.90114
C: -19.72836 -20.74027 -6.84542
C: -18.33617 -20.87924 -6.52222
C: -18.00880 -21.23702 -5.25380
C: -18.97765 -21.36319 -4.27601
C: -18.69281 -21.64644 -2.85007
O: -19.68593 -21.36333 -2.05028
N: -17.52517 -22.16062 -2.49864
N: -17.25861 -22.12149 -1.14870
C: -18.09849 -22.49893 -0.29833
C: -17.66223 -22.61409 1.12286
C: -18.60365 -22.82346 2.11658
C: -18.19703 -22.79881 3.38435
C: -16.84680 -22.57526 3.66600
C: -15.96419 -22.48807 2.59466
N: -16.37828 -22.47182 1.37308
H: -20.82933 -21.40882 -2.79999
H: -21.78287 -20.82271 -6.17224
H: -20.05437 -20.45993 -7.82391
H: -17.59554 -20.63112 -7.21230
H: -16.95740 -21.40179 -4.93959
H: -19.10955 -22.88981 -0.52760
H: -19.60737 -23.08899 1.84985
H: -18.81135 -22.91102 4.23571
H: -16.45986 -22.51792 4.64556
H: -14.90243 -22.44534 2.80139
C: -12.20171 -22.24931 -1.61605
C: -13.35848 -22.92028 -2.04471
C: -13.75505 -23.86082 -1.08149
C: -12.87314 -23.70552 -0.02241
C: -11.87319 -22.73674 -0.34540
H: -11.66769 -21.42611 -2.07240
H: -13.86060 -22.69145 -2.97012
H: -14.65412 -24.39936 -0.99473
H: -12.87775 -24.15057 0.95175
H: -10.91304 -22.47968 0.17055
N: -21.27795 -13.67132 -4.26758
C: -20.63530 -14.48712 -3.80550
C: -19.79589 -15.46069 -3.16679
C: -18.72238 -15.00322 -2.41142
C: -17.78979 -15.93104 -1.97968
C: -18.00219 -17.31566 -2.19113
C: -19.09997 -17.76708 -2.92238
C: -20.01049 -16.80295 -3.46644
C: -17.02509 -18.28551 -1.65043
C: -16.92151 -18.42320 -0.22046
C: -17.89836 -18.02058 0.71614
C: -17.35079 -18.10465 1.98065
C: -16.08535 -18.62968 1.74007
N: -15.86414 -18.91630 0.44528
C: -16.07552 -18.82732 -2.47661
C: -16.10607 -18.51455 -3.85487
C: -15.03294 -19.18025 -4.44137
C: -14.43357 -19.90008 -3.32939
N: -15.00840 -19.71208 -2.18061
H: -18.65915 -13.89547 -2.19131
H: -16.98608 -15.58253 -1.25814
H: -19.33723 -18.80352 -3.12768
H: -20.71330 -17.03428 -4.21584
H: -18.90611 -17.73130 0.43684
H: -17.82477 -17.78586 2.92865
H: -15.27810 -18.77400 2.44877
H: -16.85807 -17.88959 -4.28938
H: -14.82884 -19.33652 -5.53800
H: -13.60163 -20.55187 -3.52920
Br: -7.81984 -17.04301 5.20897
C: -9.21708 -17.92597 4.23264
C: -9.72406 -19.09900 4.72906
C: -10.69202 -19.81742 4.02275
C: -11.24388 -19.30509 2.87282
C: -10.74301 -18.07281 2.36830
C: -9.68564 -17.42215 3.04917
C: -12.36482 -19.98287 2.08428
O: -12.49857 -19.45142 0.96253
O: -13.02337 -20.91755 2.62179
H: -9.38109 -19.46237 5.66725
H: -10.91606 -20.78060 4.44913
H: -11.07362 -17.69266 1.44000
H: -9.28706 -16.40342 2.72181

The value obtained for the highest occupied orbital energy is -2.324 eV. The value obtained for the energy is -4814.135221 hartree. Its charge is -2. For the relative energy (zero: lowest compared OMol25 entry of this formula, charge and spin), the calculation gives 29.4 kcal/mol. The multiplicity is 1.

- Which value of relative energy (zero: lowest compared OMol25 entry of this formula, charge and spin) does entry 3 give?
  29.4 kcal/mol

- Among the records above, which one has the highest relative energy (zero: lowest compared OMol25 entry of this formula, charge and spin)?
  C4H7NOS

Please write out number 1 again, unchanged.
# C3H6OS

A single C3H6OS molecule in a non-equilibrium geometry (the ωB97M-V functional and the def2-TZVPD basis, OMol25).

Element x y z (Å)
O: 0.54629 1.52411 0.79204
C: 0.41626 0.93400 -0.44404
C: 0.13186 -0.55352 -0.52556
C: -0.90483 -1.07374 0.49016
S: -1.00139 -0.59359 1.98060
H: 0.94069 0.90777 1.37989
H: 1.14394 1.15174 -1.19623
H: -0.44013 1.44223 -0.74660
H: -0.21275 -0.89805 -1.43063
H: 0.95857 -1.07203 -0.25629
H: -1.57852 -1.76892 -0.04333

The value obtained for the highest occupied orbital energy is -8.521 eV. The value obtained for the energy is -591.262024 hartree. For the relative energy (zero: lowest compared OMol25 entry of this formula, charge and spin), the calculation gives 44.5 kcal/mol. As for the SMILES: OCCC=S. The multiplicity is 1.

- Which of these has the highest relative energy (zero: lowest compared OMol25 entry of this formula, charge and spin)?
  C4H7NOS